1) # C3H9NS2

A 2-piece molecular cluster, C3H9NS2 overall (the ωB97M-V functional and the def2-TZVPD basis, the OMol25 dataset).

```
15
Properties=species:S:1:pos:R:3:mulliken_charge:R:1
S 1.036 -2.617 -1.279 -0.06
H -0.791 1.627 -1.074 0.20
H 2.086 -1.148 -2.788 0.32
H -1.092 -2.006 0.142 0.19
N -0.927 0.948 2.236 -0.51
H -0.549 0.185 2.770 0.24
H 0.742 -0.258 -1.856 0.07
C 1.592 -0.931 -1.844 -0.56
C -0.444 1.018 0.940 0.07
S 0.135 -2.242 0.564 -0.23
H -1.706 2.564 0.165 0.27
H 0.484 0.495 0.787 0.48
H -1.901 1.143 2.403 0.22
H 2.331 -0.554 -1.142 0.27
C -0.994 1.775 -0.024 -0.96
```

- SMILES string = C=CN.CSS
- highest occupied orbital energy (eV) = -8.1
- gap between HOMO and LUMO (eV) = 8.525



2) # C3H9NS2

One molecule with the formula C3H9NS2 (the ωB97M-V functional and the def2-TZVPD basis, the OMol25 dataset).

```
15
Properties=species:S:1:pos:R:3:mulliken_charge:R:1
S 0.167 0.551 -2.167 -0.23
H -1.561 1.244 -0.316 0.27
H 0.773 1.944 -0.444 0.39
C 1.121 0.920 -0.509 -0.75
H 1.180 -0.522 -2.660 0.16
S -2.014 -0.216 1.819 -0.21
H -0.934 -0.703 -0.628 0.29
H 2.199 0.761 -0.549 0.37
H -3.154 0.264 1.480 0.11
H 0.813 0.560 1.666 0.37
H 0.001 -1.809 1.144 0.40
C -0.961 0.235 0.311 -0.50
N 1.021 -1.517 0.642 -0.57
H 0.775 -1.618 -0.500 0.37
C 0.573 -0.095 0.714 -0.48
```

- SMILES string = NC(CS)CS
- highest occupied orbital energy (eV) = -8.5
- gap between HOMO and LUMO (eV) = 8.917



3) # C3H9NS2

One molecule with the formula C3H9NS2 (the ωB97M-V functional and the def2-TZVPD basis, the OMol25 dataset).

```
15
Properties=species:S:1:pos:R:3:mulliken_charge:R:1
N 1.264 0.362 -1.272 -0.62
S -2.846 1.924 0.552 -0.21
H 1.464 -0.228 -2.073 0.25
H 0.773 -2.304 -0.932 0.36
H -0.815 0.212 1.396 0.40
C 0.186 -0.267 -0.493 0.47
H -0.730 -0.286 -1.076 0.22
S -0.932 2.197 -0.025 -0.05
H -2.590 1.970 1.858 0.15
C 0.487 -1.686 -0.064 -1.41
H -0.337 -2.273 0.376 0.37
H 1.325 -1.767 0.646 0.30
H 2.138 0.437 -0.769 0.24
H 0.751 1.032 1.206 0.35
C -0.139 0.675 0.670 -0.82
```

- SMILES string = C[C@H](N)CSS
- highest occupied orbital energy (eV) = -8.5
- gap between HOMO and LUMO (eV) = 9.248



Among the structures above, stability is greatest for 3).